*P*
DFT (ωB97M-V/def2-TZVPD) results for one molecule with the formula C19H32N4O4.

Its HOMO-LUMO gap is 9.80 eV. The SMILES is CCN(CC)C(=O)c1[nH]cnc1C(=O)N[C@@H](CC(C)C)C(=O)OC(C)(C)C.

```
! RIJCOSX wB97M-V def2-TZVPD def2/J DEFGRID3
* xyz 0 1
C -2.8736 -2.1733 2.5129
H -2.2740 -2.8834 1.9485
H -3.3660 -2.7019 3.3246
H -2.2075 -1.4235 2.9307
C -3.9158 -1.4983 1.6269
N -3.2925 -0.6674 0.6137
C -3.3340 0.6669 0.7681
O -3.9758 1.2299 1.6437
C -2.5994 1.5151 -0.2098
C -1.2739 1.6660 -0.5737
N -1.1453 2.7564 -1.3907
C -2.3359 3.2654 -1.5068
N -3.2513 2.5586 -0.8047
H -4.2279 2.7682 -0.6686
H -2.5771 4.1321 -2.0889
C -0.0915 0.8979 -0.1465
O -0.1403 -0.0286 0.6468
N 1.0372 1.3183 -0.7453
H 0.9540 2.1348 -1.3351
C 2.3556 0.8207 -0.4182
C 2.2481 -0.6487 0.0412
O 2.6816 -1.0572 1.0825
O 1.7332 -1.3738 -0.9428
C 1.5251 -2.8013 -0.7819
C 0.7192 -3.1958 -2.0206
H 1.2518 -2.8987 -2.9204
H 0.5646 -4.2707 -2.0388
H -0.2455 -2.6956 -2.0088
C 0.7350 -3.1000 0.4914
H -0.0446 -2.3537 0.6184
H 1.3816 -3.0558 1.3625
H 0.2913 -4.0902 0.4242
C 2.8807 -3.5082 -0.7705
H 3.4245 -3.2990 -1.6896
H 3.4713 -3.1637 0.0744
H 2.7339 -4.5811 -0.6827
H 2.9351 0.8152 -1.3500
C 3.0539 1.6878 0.6390
H 2.9315 1.2068 1.6113
C 4.5453 1.9068 0.3655
C 5.3181 0.5911 0.3863
H 4.9987 -0.0666 -0.4184
H 6.3842 0.7763 0.2722
H 5.1511 0.0743 1.3275
C 5.1176 2.8666 1.4069
H 5.0251 2.4382 2.4020
H 6.1702 3.0586 1.2121
H 4.5875 3.8164 1.3906
H 4.6554 2.3655 -0.6255
H 2.5529 2.6577 0.6750
C -2.7287 -1.3277 -0.5451
H -2.6232 -2.3849 -0.2972
C -3.6259 -1.1811 -1.7738
H -3.2199 -1.7590 -2.6000
H -4.6297 -1.5409 -1.5583
H -3.6908 -0.1403 -2.0823
H -1.7355 -0.9319 -0.7539
H -4.5486 -2.2444 1.1359
H -4.5447 -0.8420 2.2324
*
```

=====

*Q*
DFT (ωB97M-V/def2-TZVPD) results for one molecule with the formula C19H32N4O4.

Its HOMO-LUMO gap is 7.76 eV. The SMILES is CCOC(=O)N1CCC(Nc2c(NCCCN(CC)CC)c(=O)c2=O)CC1.

```
! RIJCOSX wB97M-V def2-TZVPD def2/J DEFGRID3
* xyz 0 1
C 4.1519 1.0130 -1.5370
C 2.6786 1.3788 -2.0615
H 2.1209 2.1324 -1.5547
H 2.7956 1.7115 -3.1971
O 1.9214 0.4403 -2.0602
C 1.0387 0.1512 -2.9843
O 0.8718 0.9788 -3.7502
N 0.1785 -0.9878 -2.9312
C 0.6120 -2.0436 -2.0177
H 0.9391 -1.5768 -0.9394
C -0.5555 -3.2266 -1.8309
H -0.5641 -3.8395 -2.6415
H -0.3742 -3.3506 -0.6955
C -1.8729 -2.4269 -1.7656
N -1.9939 -1.1682 -0.8362
C -2.0479 -1.5682 0.5020
C -2.2520 -0.6365 1.7565
N -2.2769 0.5851 1.8940
H -2.1502 1.1661 1.2013
C -2.3852 1.0206 3.2147
H -3.4164 1.7759 3.2475
C -1.1454 1.8666 3.4571
H -1.3211 2.1669 4.5696
C 0.1987 1.2016 3.2213
N 0.0773 1.3450 1.6508
C 1.0431 0.1565 1.4189
H 1.3170 0.4057 0.3571
C 2.3595 -0.0951 1.9639
H 2.5294 -0.2378 3.0534
H 3.0620 -0.8380 1.6064
H 2.9842 0.8592 1.8328
H 0.4551 -0.6220 1.4998
C 0.7500 2.5375 1.2543
C -0.0050 3.0724 0.0381
H 0.0203 2.2230 -0.7358
H -1.2099 2.9416 0.2689
H 0.1747 3.9806 -0.4717
H 0.8542 3.1854 2.0709
H 1.8263 2.4952 0.9133
H 0.0840 0.1671 3.4784
H 0.9871 1.8100 3.9380
H -1.1410 2.7562 2.9028
H -2.4086 0.3115 3.8562
C -2.4745 -1.8097 2.5164
O -2.7866 -2.0668 3.5438
C -2.5045 -2.7092 1.4041
O -2.4635 -3.8805 1.0844
H -1.4783 -0.3007 -0.8639
C -2.2013 -1.7623 -3.2154
H -2.5434 -2.5484 -3.9015
C -0.8039 -1.4339 -3.8581
H -0.9091 -0.5923 -4.5522
H -0.5612 -2.2921 -4.3000
H -2.6089 -0.8677 -2.9601
H -2.5771 -3.0794 -1.3413
H 1.6142 -2.8342 -2.2344
H 4.0202 0.8470 -0.5962
H 4.8183 1.9269 -1.7056
H 4.5483 0.1856 -2.1774
*
```

=====

Of them, *Q* has the lowest stability.